Entry 1:
{"formula": "C5H14N3O3", "method": "ωB97M-V/def2-TZVPD", "lumo_ev": -2.98, "charge": 1, "de_lowest_kcal_mol": 0.0, "homo_ev": -13.055, "symbols": ["C", "N", "N", "N", "C", "H", "H", "H", "H", "H", "H", "H", "H", "O", "O", "O", "C", "C", "C", "H", "H", "H", "H", "H", "H"], "positions_angstrom": [[0.05441, 2.73185, 1.90711], [-1.08956, 3.35837, 2.19035], [0.68951, 2.99743, 0.77111], [0.55424, 1.83968, 2.77013], [0.21530, 3.95419, -0.22367], [-1.47434, 4.04098, 1.53269], [-1.58153, 3.15645, 3.06426], [1.56358, 2.49926, 0.58576], [1.43081, 1.35753, 2.55640], [0.06019, 1.63968, 3.64331], [0.93566, 3.97127, -1.05878], [0.14296, 4.97026, 0.19939], [-0.77369, 3.66605, -0.61799], [3.74542, -1.39132, -0.30434], [4.67902, -0.53190, 1.64963], [4.84165, 0.66416, -0.34317], [4.39448, -1.69346, 0.90745], [4.55451, -0.51654, -1.05345], [5.47316, 0.32913, 0.86925], [5.32319, -2.26426, 0.71477], [3.72378, -2.33548, 1.51029], [4.00834, -0.24269, -1.97657], [5.49207, -1.02225, -1.35458], [5.64189, 1.26107, 1.44236], [6.46154, -0.12981, 0.67446]], "forces_ev_per_angstrom": [[0.042, -0.034, -0.006], [-0.320, 0.177, 0.079], [0.517, -0.340, -0.019], [0.077, -0.143, 0.161], [-0.101, 0.287, -0.347], [0.161, -0.522, 0.650], [0.247, 0.288, -0.740], [-0.566, 0.314, 0.100], [-0.637, 0.225, 0.322], [0.548, 0.021, -0.650], [-0.414, 0.000, 0.464], [0.155, -0.353, -0.137], [0.401, -0.004, 0.083], [0.167, 0.282, 0.172], [-0.107, 0.127, -0.255], [-0.149, -0.149, 0.204], [-0.241, -0.959, 0.426], [-0.122, -0.072, -1.057], [0.652, 0.654, 0.457], [-0.086, 0.316, -0.084], [0.281, 0.522, -0.369], [0.196, -0.098, 0.661], [-0.118, 0.083, 0.305], [-0.268, -0.527, -0.338], [-0.315, -0.094, -0.083]], "nbo_charge": [0.672, -0.771, -0.553, -0.766, -0.442, 0.435, 0.431, 0.431, 0.435, 0.429, 0.256, 0.218, 0.219, -0.529, -0.537, -0.538, 0.198, 0.199, 0.199, 0.148, 0.191, 0.190, 0.148, 0.186, 0.150]}

=====

Entry 2:
{"formula": "C5H14N6O", "method": "ωB97M-V/def2-TZVPD", "lumo_ev": -7.30, "charge": 2, "smiles": "C/[NH+]=C/N=C(\\N)NC(=[NH2+])NOC", "de_lowest_kcal_mol": 0.0, "homo_ev": -16.897, "symbols": ["C", "N", "C", "N", "C", "N", "N", "C", "N", "N", "O", "C", "H", "H", "H", "H", "H", "H", "H", "H", "H", "H", "H", "H", "H", "H"], "positions_angstrom": [[3.25094, 1.83602, -0.82502], [2.52335, 0.61870, -0.49623], [1.64312, 0.48120, 0.48921], [0.68815, -0.45323, 0.64088], [0.42467, -1.72409, 0.35854], [1.23329, -2.71238, 0.46332], [-0.88161, -2.02827, -0.01558], [-1.94349, -1.23485, -0.33071], [-2.94894, -1.62586, -1.13705], [-1.89275, -0.04104, 0.19838], [-2.84475, 1.00239, -0.10035], [-2.50262, 2.33230, 0.30446], [2.72645, 2.72657, -0.62855], [4.10684, 1.95208, -0.20664], [3.46881, 1.74970, -1.89276], [2.65119, -0.28070, -1.11111], [1.43979, 1.12482, 1.34422], [0.86165, -3.72842, 0.51245], [2.20721, -2.52551, 0.73224], [-0.99295, -2.96104, -0.36216], [-3.04786, -2.59920, -1.48033], [-3.84051, -1.09581, -1.18179], [-1.00513, 0.28269, 0.59680], [-1.53757, 2.26294, 1.00035], [-3.42345, 2.81886, 0.72369], [-2.13012, 2.94858, -0.53707]], "forces_ev_per_angstrom": [[0.611, -0.712, -0.794], [-1.485, -2.804, 0.430], [-0.820, -1.297, -0.069], [0.674, -0.869, -0.738], [-1.466, 3.459, -0.373], [1.186, -3.837, 0.510], [0.336, -1.490, -0.459], [-1.346, 1.660, -0.535], [-0.240, -0.723, 0.351], [-0.866, 2.929, 0.015], [-0.056, -2.547, -0.554], [2.617, 0.618, 1.168], [-1.401, 0.820, 0.010], [1.201, -0.387, 0.165], [0.306, 0.351, 0.346], [-0.281, 2.635, 1.291], [1.186, 1.203, -0.685], [1.195, 2.317, -0.126], [-0.713, -0.449, -0.052], [-0.046, -0.541, 0.013], [0.372, 0.995, 0.467], [1.142, -0.158, 0.201], [-0.308, -0.235, 0.130], [-2.457, 0.414, -0.764], [1.112, -0.755, 0.017], [-0.454, -0.598, 0.037]], "nbo_charge": [-0.423, -0.496, 0.388, -0.625, 0.680, -0.726, -0.576, 0.647, -0.749, -0.249, -0.340, -0.264, 0.236, 0.241, 0.249, 0.436, 0.249, 0.457, 0.452, 0.427, 0.443, 0.469, 0.434, 0.172, 0.256, 0.211]}

=====

Entry 3:
{"formula": "C5H14NO", "method": "ωB97M-V/def2-TZVPD", "lumo_ev": -3.05, "charge": 1, "de_lowest_kcal_mol": 18.4, "homo_ev": -14.595, "symbols": ["C", "C", "N", "C", "C", "C", "H", "H", "H", "H", "H", "H", "H", "H", "H", "H", "H", "H", "H", "H", "O"], "positions_angstrom": [[-1.38061, -1.92388, -0.19747], [-0.07118, -1.19943, -0.05628], [0.53090, -0.86773, -1.42640], [1.79974, -0.15423, -1.07055], [1.31537, 0.76769, 0.10164], [-0.08002, 0.24571, 0.46297], [-1.25836, -2.98912, -0.39733], [-1.94122, -1.60826, -1.08004], [-1.96955, -1.78756, 0.68755], [0.69566, -1.76444, 0.47765], [-0.11505, -0.17496, -1.81250], [0.60625, -1.56608, -2.16936], [2.40228, -0.91157, -0.60279], [2.27516, 0.36007, -1.89668], [2.07566, 0.60448, 0.86074], [1.31398, 1.83426, -0.05256], [-0.86390, 0.71537, -0.11625], [-0.35294, 0.35917, 1.50315], [-1.78085, 2.76122, 2.80966], [-2.30566, 2.81115, 1.34110], [-1.53749, 2.61669, 1.88666]], "forces_ev_per_angstrom": [[0.136, -0.497, -0.817], [0.271, 0.288, -0.203], [-0.066, 0.445, -0.536], [-0.797, 0.820, 0.825], [0.496, -0.392, -0.039], [0.154, -0.867, 0.002], [0.235, -0.069, 0.395], [-0.149, 0.556, 0.202], [-0.404, 0.007, 0.387], [-0.145, -0.224, -0.120], [0.000, 0.001, -0.119], [0.216, -0.470, 0.557], [0.656, -0.250, -0.399], [-0.053, -0.223, -0.196], [-0.369, 0.037, 0.535], [-0.018, 0.259, -0.586], [-0.199, 0.658, -0.039], [0.057, -0.099, 0.141], [-0.162, 0.100, -0.281], [-0.105, 0.141, 0.307], [0.245, -0.221, -0.017]], "nbo_charge": [-0.644, -0.020, -0.508, -0.222, -0.425, -0.413, 0.241, 0.221, 0.255, 0.220, 0.421, 0.444, 0.220, 0.246, 0.234, 0.249, 0.201, 0.277, 0.487, 0.479, -0.962]}

=====

Entry 4:
{"formula": "C5H14NO", "method": "ωB97M-V/def2-TZVPD", "lumo_ev": -3.45, "charge": 1, "smiles": "CC[C@@](C)([NH3+])OC", "de_lowest_kcal_mol": 54.5, "homo_ev": -15.247, "symbols": ["C", "C", "C", "C", "N", "O", "C", "H", "H", "H", "H", "H", "H", "H", "H", "H", "H", "H", "H", "H", "H"], "positions_angstrom": [[-2.14185, -1.01806, 0.48075], [-1.35837, 0.26095, 0.30952], [0.17689, 0.25232, 0.00521], [0.38594, 0.40416, -1.47097], [0.69202, 1.59557, 0.70636], [0.70300, -0.81237, 0.55548], [1.90114, -1.27653, -0.06307], [-1.79985, -1.63142, 1.37169], [-2.29301, -1.72162, -0.32408], [-3.17690, -0.80365, 0.73165], [-1.75538, 0.91013, -0.44127], [-1.43384, 0.91524, 1.24357], [1.36517, 0.43328, -1.80498], [-0.15194, -0.44952, -1.95039], [-0.04658, 1.40918, -1.75396], [0.09348, 2.23485, 0.31259], [0.35735, 1.38606, 1.69285], [1.67893, 2.03100, 0.66484], [2.32000, -2.07503, 0.65204], [2.71565, -0.50221, 0.14576], [1.76816, -1.54234, -1.06360]], "forces_ev_per_angstrom": [[-0.101, -1.264, 1.911], [0.854, 1.816, 1.501], [-1.651, 0.025, -1.411], [-2.453, 1.030, -0.408], [2.071, -1.646, 2.517], [1.074, -1.552, 0.794], [2.846, 0.248, 4.577], [-0.047, 0.783, -1.096], [0.776, 0.128, -0.751], [-0.090, 0.595, 0.138], [-0.702, 0.241, -0.641], [-0.487, -1.145, -0.708], [2.030, -0.121, -0.466], [0.294, 0.911, 0.102], [0.080, -1.273, -0.133], [-1.837, 2.404, -0.859], [1.036, 0.917, -1.118], [-1.662, -1.480, 0.046], [-1.111, 0.573, -1.601], [-0.926, -0.571, -1.072], [0.006, -0.618, -1.321]], "nbo_charge": [-0.638, -0.414, 0.473, -0.677, -0.754, -0.502, -0.276, 0.235, 0.239, 0.247, 0.220, 0.187, 0.234, 0.261, 0.223, 0.418, 0.451, 0.460, 0.238, 0.173, 0.202]}

=====

Entry 5:
{"formula": "C5H14NO", "method": "ωB97M-V/def2-TZVPD", "lumo_ev": -3.78, "charge": 1, "de_lowest_kcal_mol": 33.3, "homo_ev": -12.937, "symbols": ["C", "C", "C", "N", "H", "H", "H", "H", "H", "H", "H", "H", "H", "H", "O", "C", "C", "H", "H", "H", "H"], "positions_angstrom": [[0.41262, -0.26055, 2.13180], [-0.26796, 0.29362, 0.91700], [-0.26661, 1.81309, 0.94696], [0.55244, -1.78165, 2.06846], [1.43257, 0.11468, 2.21800], [-0.13974, -0.08266, 3.05200], [-1.28673, -0.12443, 0.87281], [0.13074, -0.06976, -0.02997], [-0.73265, 2.21198, 1.85551], [0.73743, 2.23827, 0.94950], [-0.80175, 2.23929, 0.09819], [-0.38416, -2.18625, 2.07409], [1.00513, -1.99955, 1.17864], [1.12091, -2.15859, 2.82239], [0.73743, 1.09464, -1.97533], [-0.24553, 0.55272, -2.41797], [-0.21325, -0.47421, -3.48908], [-1.19294, 0.79691, -1.90938], [-1.15321, -1.02916, -3.53589], [0.61914, -1.16525, -3.35403], [-0.06387, -0.02317, -4.47369]], "forces_ev_per_angstrom": [[0.669, -0.303, 0.406], [-1.002, -0.431, -0.406], [-0.179, 0.526, 0.351], [-0.153, 0.691, -0.695], [-0.063, 0.062, 0.148], [0.061, 0.284, -0.012], [-0.098, 0.415, 0.284], [0.738, 0.070, 0.242], [-0.142, -0.243, -0.098], [0.105, -0.248, -0.247], [0.094, -0.152, 0.025], [0.126, -0.305, 0.042], [-0.052, -0.289, 0.038], [-0.070, -0.078, 0.177], [0.279, -0.010, -0.188], [0.467, 0.232, 0.612], [-0.402, -0.423, -0.583], [-0.479, -0.107, -0.386], [0.098, 0.026, 0.033], [0.027, 0.093, 0.151], [-0.024, 0.189, 0.106]], "nbo_charge": [-0.201, -0.446, -0.607, -0.668, 0.228, 0.227, 0.207, 0.231, 0.217, 0.230, 0.245, 0.441, 0.441, 0.448, -0.533, 0.432, -0.739, 0.106, 0.228, 0.244, 0.268]}